{
  "formula": "C31H44BrCoF4GeN4O3PSe",
  "method": "wB97M-V/def2-TZVPD",
  "symbols": ["Co", "F", "C", "C", "F", "C", "F", "C", "P", "C", "C", "C", "C", "C", "C", "C", "C", "C", "C", "C", "C", "C", "Br", "C", "F", "H", "H", "H", "H", "H", "H", "H", "H", "H", "H", "N", "C", "C", "C", "C", "N", "C", "N", "N", "C", "O", "O", "H", "H", "H", "H", "H", "H", "H", "H", "H", "H", "H", "H", "H", "H", "C", "Ge", "C", "C", "C", "Se", "C", "H", "H", "H", "H", "H", "H", "H", "H", "H", "H", "H", "H", "H", "H", "C", "C", "O", "H", "H", "H", "H", "H", "H"],
  "coordinates": [[0.492, -1.432, 0.361], [-0.065, -6.021, 5.653], [-0.033, -4.898, 4.979], [-0.378, -3.712, 5.587], [-0.727, -3.703, 6.852], [-0.349, -2.536, 4.862], [-0.656, -1.425, 5.513], [-0.006, -2.500, 3.516], [-0.086, -0.927, 2.565], [-1.769, -0.347, 2.824], [-2.712, -0.790, 1.894], [-4.045, -0.440, 2.025], [-4.440, 0.367, 3.083], [-3.501, 0.833, 3.999], [-2.166, 0.482, 3.873], [1.091, 0.128, 3.452], [2.248, -0.438, 3.992], [3.191, 0.370, 4.615], [2.986, 1.744, 4.700], [1.848, 2.313, 4.144], [0.910, 1.512, 3.499], [0.369, -3.717, 2.950], [0.974, -3.872, 1.152], [0.363, -4.895, 3.659], [0.738, -6.036, 3.096], [-2.399, -1.405, 1.056], [-4.775, -0.793, 1.305], [-5.483, 0.637, 3.195], [-3.811, 1.466, 4.820], [-1.448, 0.838, 4.603], [2.415, -1.509, 3.938], [4.086, -0.075, 5.040], [3.716, 2.371, 5.200], [1.683, 3.384, 4.214], [0.042, 1.968, 3.039], [-0.625, -2.263, -1.332], [-0.503, -1.321, -2.487], [-0.353, -1.953, -3.864], [0.720, -3.024, -4.050], [2.137, -2.485, -3.830], [2.358, -1.202, -4.501], [2.656, -1.028, -5.777], [3.006, -2.052, -6.559], [2.612, 0.203, -6.291], [0.543, -0.268, -2.136], [1.238, 0.254, -3.005], [0.526, 0.051, -0.886], [-0.152, -3.135, -1.544], [-1.595, -2.510, -1.176], [-1.420, -0.738, -2.500], [-0.152, -1.136, -4.555], [-1.315, -2.377, -4.152], [0.629, -3.410, -5.067], [0.561, -3.884, -3.390], [2.883, -3.216, -4.139], [2.310, -2.292, -2.770], [1.941, -0.413, -3.996], [3.103, -2.978, -6.187], [3.322, -1.899, -7.500], [2.310, 0.978, -5.724], [2.889, 0.392, -7.238], [-4.674, 5.553, -2.322], [-3.017, 4.595, -2.020], [-2.174, 4.024, -3.676], [-1.768, 5.614, -0.931], [-3.484, 2.952, -1.057], [-2.029, 1.655, -0.927], [-1.197, 2.370, 0.678], [-4.464, 6.521, -2.787], [-5.199, 5.734, -1.381], [-5.327, 4.987, -2.991], [-1.738, 4.876, -4.206], [-2.909, 3.551, -4.335], [-1.381, 3.307, -3.452], [-1.693, 6.633, -1.322], [-0.771, 5.167, -0.967], [-2.105, 5.678, 0.107], [-4.302, 2.465, -1.594], [-3.836, 3.186, -0.049], [-1.092, 3.448, 0.586], [-0.211, 1.911, 0.758], [-1.805, 2.128, 1.549], [4.953, -1.423, 1.030], [3.769, -1.476, 0.101], [2.560, -0.998, 0.767], [5.847, -1.787, 0.516], [4.782, -2.049, 1.910], [5.145, -0.397, 1.360], [3.555, -2.501, -0.197], [3.937, -0.879, -0.795], [2.696, -0.084, 1.050]],
  "mulliken_charge": [0.806, -0.252, 0.686, 0.239, -0.259, 0.456, -0.361, -0.834, 1.989, 0.835, -0.502, -0.691, -0.619, -0.817, -0.313, 0.523, -0.622, -0.794, -0.670, -0.854, -0.149, 0.066, -0.052, 0.207, -0.306, -0.034, 0.463, 0.446, 0.472, 0.475, 0.465, 0.479, 0.427, 0.480, 0.387, -0.550, 0.546, -1.014, -0.553, -0.630, 0.005, 0.797, -0.346, -0.360, 0.081, -0.826, -0.724, 0.179, 0.280, 0.165, 0.347, 0.511, 0.345, 0.469, 0.496, -0.356, 0.412, 0.168, 0.206, 0.178, 0.184, -1.100, 0.470, -1.051, -1.248, -1.048, -0.138, -0.347, 0.362, 0.357, 0.353, 0.402, 0.338, 0.224, 0.399, 0.379, 0.367, 0.488, 0.413, 0.476, -0.115, 0.071, -1.282, -0.323, 0.035, 0.435, 0.275, 0.349, 0.305, 0.266, 0.104],
  "total_charge": 2,
  "e_above_lowest_ev": 0.371,
  "fmax_ev_per_a": 2.1,
  "gap_ev": [6.96, 6.27],
  "s_squared": 3.759,
  "multiplicity": 4,
  "energy_ha": -10827.92073
}